{"formula": "C23H81N11O15", "method": "ωB97M-V/def2-TZVPD", "gap_ev": 8.76, "homo_energy_ev": -8.4, "e_lumo_ev": 0.33, "energy_ev": -72268.5922, "elements": ["C", "C", "C", "O", "C", "N", "H", "H", "H", "H", "H", "H", "H", "H", "H", "H", "H", "C", "C", "C", "O", "C", "N", "H", "H", "H", "H", "H", "H", "H", "H", "H", "H", "H", "C", "C", "C", "O", "C", "N", "H", "H", "H", "H", "H", "H", "H", "H", "H", "H", "H", "C", "C", "C", "O", "C", "N", "H", "H", "H", "H", "H", "H", "H", "H", "H", "H", "H", "C", "C", "C", "O", "C", "N", "H", "H", "H", "H", "H", "H", "H", "H", "H", "H", "H", "C", "O", "N", "N", "H", "H", "H", "H", "C", "O", "N", "N", "H", "H", "H", "H", "C", "O", "N", "N", "H", "H", "H", "H", "O", "H", "H", "O", "H", "H", "O", "H", "H", "O", "H", "H", "O", "H", "H", "O", "H", "H", "O", "H", "H"], "positions_angstrom": [[-5.014868, 0.065245, -4.811692], [-5.252336, 1.395409, -4.176673], [-4.019579, 2.225642, -4.310958], [-2.808738, 1.535142, -4.122125], [-2.354978, 1.198405, -2.790448], [-6.246166, 2.292349, -4.828068], [-4.335002, -0.666770, -4.301219], [-4.646646, 0.289727, -5.810177], [-6.027260, -0.342750, -4.929479], [-5.564338, 1.434253, -3.176265], [-3.939666, 3.063300, -3.633633], [-3.847513, 2.577168, -5.311576], [-2.434985, 0.128303, -2.608716], [-2.881205, 1.770888, -1.980534], [-1.314108, 1.455801, -2.814131], [-7.133815, 2.363709, -4.354297], [-6.264502, 2.352717, -5.897247], [0.151535, -3.094097, -5.345506], [0.812839, -3.656769, -4.089076], [2.082131, -2.873095, -3.644099], [2.703449, -3.509536, -2.583019], [3.748843, -2.730150, -2.130680], [-0.209209, -3.726506, -2.963409], [-0.057799, -2.031162, -5.168592], [-0.746067, -3.611215, -5.561891], [0.776357, -3.043716, -6.212429], [1.106726, -4.723061, -4.283287], [1.830468, -1.820665, -3.368013], [2.681590, -2.832199, -4.512001], [3.356355, -2.013431, -1.312360], [4.305677, -2.159869, -2.875883], [4.441023, -3.338807, -1.529390], [-0.811199, -4.351606, -3.462292], [-0.692559, -2.820655, -2.905906], [0.414822, 0.222452, -0.233325], [-0.245223, 0.458871, 1.111842], [0.798787, 0.821887, 2.199863], [1.701442, -0.242096, 2.563429], [2.459944, 0.159877, 3.701379], [-1.226253, 1.608901, 1.118535], [0.576562, 1.197688, -0.771129], [-0.264996, -0.471538, -0.810509], [1.361281, -0.241242, -0.093689], [-0.648514, -0.523998, 1.510568], [0.349661, 1.293904, 3.053598], [1.453101, 1.584733, 1.751634], [3.041810, -0.723658, 3.911041], [1.756477, 0.345597, 4.587284], [2.995880, 1.042422, 3.481132], [-1.976615, 1.380530, 1.776318], [-1.671597, 1.584452, 0.204187], [6.271477, 2.241481, 0.419545], [5.843213, 3.353562, 1.453861], [5.038830, 2.811528, 2.675220], [4.854651, 3.813168, 3.639350], [4.357880, 3.428696, 4.876532], [7.103482, 4.019183, 1.880599], [6.598399, 2.768217, -0.520944], [5.414811, 1.630291, 0.046201], [7.082187, 1.536901, 0.713587], [5.216092, 4.041211, 0.891089], [5.585069, 1.926933, 3.045801], [4.091700, 2.479274, 2.277484], [4.145420, 4.327495, 5.510237], [4.990407, 2.848979, 5.573875], [3.377821, 2.828071, 4.867868], [7.041969, 4.831960, 2.533145], [7.617668, 4.293001, 1.038508], [-5.760927, -2.578166, -0.192400], [-5.564520, -3.283847, 1.081256], [-4.074879, -3.599945, 1.373996], [-3.787361, -4.659965, 0.481213], [-2.491276, -5.211909, 0.693424], [-6.185840, -2.525662, 2.190270], [-5.295708, -1.616181, -0.291006], [-6.858058, -2.458036, -0.288193], [-5.281837, -3.207862, -0.948385], [-6.017348, -4.282167, 0.916648], [-3.901125, -3.828138, 2.438245], [-3.480487, -2.709776, 1.129617], [-1.726250, -4.437738, 0.762485], [-2.256406, -5.890124, -0.127144], [-2.494368, -5.875508, 1.559404], [-7.193234, -2.470046, 1.941738], [-6.210158, -3.052825, 3.055158], [5.855795, -1.624129, 2.494917], [6.159107, -0.525700, 2.911381], [6.163199, -2.845639, 3.149753], [5.110659, -1.766483, 1.302949], [6.320823, -2.691061, 4.126630], [5.635755, -3.719579, 2.975046], [4.462906, -2.542979, 1.176671], [4.622506, -0.903098, 1.056846], [0.556820, 4.046083, -2.917285], [-0.112962, 3.912437, -1.858127], [1.823713, 4.435921, -2.917468], [-0.062575, 3.798063, -4.121804], [2.204665, 4.901483, -2.113143], [2.417603, 4.397136, -3.733400], [-0.961367, 3.358311, -3.993687], [0.212677, 4.181648, -5.035196], [-4.045535, 3.156393, 1.613441], [-4.419431, 2.377920, 0.728537], [-3.089458, 4.065317, 1.313559], [-4.319723, 3.031370, 2.940225], [-2.464475, 4.511730, 1.994196], [-2.661996, 4.043311, 0.398621], [-5.215755, 2.604343, 3.180763], [-4.065066, 3.664892, 3.693916], [2.017593, 3.804984, 2.440312], [1.210787, 4.118932, 1.921887], [2.517159, 4.558747, 2.845388], [1.627607, -3.323424, 2.438863], [1.077067, -3.476207, 1.670001], [1.369695, -2.424678, 2.869206], [0.906017, -4.241858, 0.012845], [1.769359, -4.702393, -0.014938], [0.693000, -4.030881, -0.889511], [3.818134, -4.827948, 1.809141], [3.510202, -5.757183, 1.876699], [3.086601, -4.269800, 2.226051], [-4.538311, -0.204501, 1.961369], [-4.586716, 0.672042, 1.552087], [-5.370464, -0.617491, 2.077306], [-2.050006, -0.726667, 3.503492], [-2.263328, -1.072961, 4.390145], [-2.910353, -0.763932, 3.063974], [-0.114291, 4.171420, 0.869858], [0.264686, 4.145494, -0.021332], [-0.484646, 3.307780, 1.074445]], "forces_ev_per_angstrom": [[-1.012, -0.976, -0.124], [0.042, 2.306, -1.505], [2.032, 0.193, 0.874], [1.352, -1.151, 0.757], [-0.989, 0.737, -0.527], [0.053, -0.271, -1.668], [-0.650, 0.933, -0.322], [0.237, -0.339, -0.179], [0.353, -0.550, -0.054], [-0.309, -0.716, 1.622], [-0.832, 0.619, 0.213], [-0.709, 0.351, -0.698], [-0.264, -0.133, 0.060], [0.330, -0.399, -0.712], [0.624, 0.100, 0.465], [-0.045, -0.232, -0.522], [-0.121, -0.414, 2.459], [1.058, 1.475, 0.974], [0.407, -0.072, 1.057], [-2.632, 0.013, -0.116], [-0.006, -0.636, -0.555], [0.513, 1.104, 3.281], [1.337, 0.313, -1.096], [-0.419, -0.113, 0.133], [-0.926, -0.494, -0.315], [0.587, -0.517, -0.605], [-0.049, 0.877, 0.306], [-0.140, -0.465, -0.117], [1.271, 0.136, -1.042], [0.412, -0.456, -1.372], [-0.158, -0.163, -0.231], [-0.064, -0.110, -0.569], [-1.334, -0.443, 0.675], [0.177, -0.405, -0.124], [-1.739, 0.661, -0.819], [0.470, -0.730, 2.342], [1.258, 0.440, -1.762], [-1.273, 0.242, 0.054], [-2.206, -1.261, 0.735], [0.307, -1.646, -0.377], [-0.234, -0.871, 0.330], [0.868, 0.835, 0.142], [0.786, -0.552, 0.088], [-0.228, 1.099, -0.735], [-0.481, -0.146, 0.656], [-0.213, 0.232, 0.154], [0.733, 0.135, 0.329], [0.889, -0.111, -1.009], [0.909, 0.838, -0.057], [0.303, 0.088, -0.052], [-0.180, 0.177, 0.018], [-0.474, 0.261, -0.743], [0.953, -0.382, 0.439], [1.295, -0.778, -1.194], [0.292, 0.595, 0.102], [-1.869, -0.471, 2.028], [0.038, 0.321, 0.123], [-0.018, -0.348, 0.891], [0.355, 0.385, 0.611], [-0.629, 0.719, 0.260], [-0.387, 0.205, 0.002], [-0.108, 0.340, 0.281], [-0.558, -0.120, -0.013], [0.063, -0.334, -0.960], [0.579, -0.131, -0.901], [1.130, 0.877, -0.531], [-0.453, -1.096, -0.965], [-0.181, 0.042, 0.575], [-0.525, 0.008, -1.051], [0.857, -0.984, 1.755], [-0.938, 0.605, -0.585], [0.740, -0.175, 0.394], [-0.340, -0.384, -0.269], [-1.332, -0.152, -0.557], [0.248, 0.655, 0.430], [0.524, -0.092, -0.716], [-0.660, 0.054, -0.308], [-0.021, 0.270, 0.476], [-0.071, -0.336, -0.226], [0.152, -0.073, 0.087], [0.058, -0.065, 0.094], [-0.074, 0.332, -0.303], [0.083, 0.318, 0.471], [0.794, 0.245, 0.238], [0.368, -0.183, 0.043], [-1.551, -1.384, -0.325], [0.384, -0.447, 0.098], [-0.520, 0.504, -0.605], [-0.223, 0.393, 0.215], [0.297, 0.081, 0.258], [0.275, 1.129, -0.337], [0.600, -0.129, 0.418], [0.557, -0.233, 0.220], [-2.856, -0.294, 1.004], [1.297, 0.108, -1.518], [1.738, 0.579, -0.446], [0.597, 0.015, -0.059], [-0.126, -0.234, 0.175], [-0.353, 0.019, 0.108], [-0.098, 0.132, -0.453], [-0.180, -0.445, 1.076], [2.163, -0.238, -0.675], [-0.970, 0.125, 0.712], [0.794, 1.343, 0.240], [-1.867, -0.449, 1.379], [-0.794, -0.437, -0.297], [-0.262, -0.235, 0.067], [0.596, -0.176, -0.464], [0.391, 0.174, -0.965], [0.096, 1.018, 0.228], [1.040, -0.047, 0.650], [-0.887, -0.928, -0.747], [-0.102, 2.128, 2.149], [-0.386, 0.199, -0.614], [0.617, -2.100, -1.487], [0.764, -0.698, 0.910], [-0.603, 0.466, -0.098], [-0.245, 0.159, -1.121], [-0.995, -0.129, 0.520], [0.311, 0.949, 0.033], [0.665, -0.691, -0.554], [2.199, 0.634, 0.115], [-0.388, 0.048, -0.190], [-1.526, -0.765, 0.047], [-0.225, -0.407, 0.830], [0.362, 0.272, -0.509], [-0.288, 0.261, -0.419], [0.418, 1.413, 0.365], [-0.430, -0.269, -0.202], [-0.273, -1.072, -0.169]], "lowdin_charge": [-0.055, -0.440, -0.244, -0.231, -0.075, 0.019, 0.094, 0.081, 0.080, 0.126, 0.122, 0.121, 0.073, 0.102, 0.051, 0.059, 0.113, -0.068, -0.378, -0.233, -0.174, -0.135, 0.047, 0.084, 0.062, 0.069, 0.151, 0.140, 0.107, 0.104, 0.090, 0.090, 0.055, 0.078, -0.048, -0.382, -0.196, -0.218, -0.083, 0.066, 0.090, 0.086, 0.052, 0.132, 0.114, 0.107, 0.082, 0.117, 0.038, 0.073, 0.068, -0.073, -0.392, -0.211, -0.183, -0.148, 0.011, 0.071, 0.068, 0.081, 0.114, 0.118, 0.088, 0.092, 0.085, 0.095, 0.082, 0.059, -0.076, -0.448, -0.198, -0.198, -0.092, 0.027, 0.066, 0.092, 0.089, 0.141, 0.128, 0.120, 0.076, 0.086, 0.085, 0.091, 0.076, -0.623, 0.024, 0.134, 0.143, 0.080, 0.078, 0.059, 0.087, -0.637, -0.026, 0.174, 0.162, 0.117, 0.111, 0.077, 0.117, -0.676, -0.013, 0.156, 0.159, 0.113, 0.096, 0.113, 0.110, -0.120, 0.004, 0.052, -0.097, -0.011, 0.094, -0.061, 0.058, -0.009, -0.116, 0.052, 0.013, -0.061, -0.005, -0.020, -0.069, 0.049, -0.010, -0.089, 0.015, -0.016]}